A molecular structure, C15H20CuF3N3SSe in a non-equilibrium geometry, computed with ωB97M-V/def2-TZVPD.

Each line ends with the Löwdin charge.
Element x y z (Å)
Cu1 -0.22440 0.22260 0.12290  0.035
F1 0.00070 4.58850 4.34450  0.124
C1 -0.06740 4.04170 3.11590  -0.611
F2 -1.20340 4.50700 2.57390  0.128
F3 0.94650 4.58670 2.42050  0.129
C2 0.02070 2.54900 3.16660  -0.116
C3 0.14300 1.88750 4.37120  0.005
C4 0.33470 0.50770 4.38980  -0.052
C5 0.40470 -0.15180 3.17940  -0.117
N1 0.23970 0.46810 2.02420  -0.057
C6 0.02490 1.79700 1.97430  -0.666
S1 -0.25540 2.40150 0.41910  0.755
H1 0.08660 2.44090 5.29690  0.122
H2 0.45220 -0.03280 5.31310  0.099
H3 0.59340 -1.21470 3.10750  0.120
C7 1.58630 -2.62360 -2.84970  -0.042
N2 1.45140 -1.24940 -3.24780  -0.130
C8 1.09940 -0.78690 -4.48450  -0.041
C9 1.15770 0.56700 -4.43670  -0.042
N3 1.54510 0.92340 -3.17830  -0.120
C10 1.78600 2.26360 -2.72330  -0.029
C11 1.70480 -0.19550 -2.44570  -0.697
Se1 2.23710 -0.31420 -0.67770  0.713
H4 1.37950 -3.27090 -3.69640  0.094
H5 0.89570 -2.84430 -2.03540  0.081
H6 2.60170 -2.79680 -2.48810  0.087
H7 0.84340 -1.44640 -5.28700  0.120
H8 0.96150 1.29670 -5.19500  0.122
H9 1.60700 2.95140 -3.54510  0.096
H10 2.81620 2.35800 -2.38200  0.097
H11 1.12730 2.50890 -1.89040  0.032
C12 -2.05440 -2.58940 0.06790  -0.096
C13 -2.66710 -1.28700 0.57680  -0.520
C14 -4.19690 -1.37690 0.59090  -0.092
C15 -2.21440 -0.09110 -0.26800  -0.173
H12 -2.31380 -3.42130 0.71910  0.074
H13 -0.96920 -2.51040 0.02620  0.051
H14 -2.41830 -2.81600 -0.93170  0.077
H15 -2.33980 -1.13870 1.61270  0.116
H16 -4.57980 -1.50980 -0.41940  0.077
H17 -4.62360 -0.46440 1.00320  0.074
H18 -4.52690 -2.21480 1.20290  0.072
H19 -2.81300 0.78560 0.00300  0.044
H20 -2.39540 -0.30180 -1.32940  0.055

Output
2S+1 = 2
HOMO level (alpha / beta) = -7.33 / -7.47 eV
Lowest unoccupied orbital energy (alpha / beta) = 0.45 / -0.52 eV
Kohn-Sham gap (alpha / beta) = 0.286 / 0.255 hartree
Electronic energy = -149323.316 eV
Charge = 0

2 unconnected molecules or ions with the total composition C2H8N2O2, computed with ωB97M-V/def2-TZVPD.

Each line ends with the Löwdin charge.
Element x y z (Å)
C1 0.46683 0.16809 1.80387  -0.081
N1 0.91213 0.89034 0.62618  -0.011
C2 0.83274 0.32364 -0.61762  -0.627
N2 1.51367 0.98752 -1.63281  0.133
O1 0.22694 -0.70978 -0.80988  0.050
H1 0.84107 -0.85972 1.76730  0.088
H2 0.90977 0.65435 2.66755  0.080
H3 -0.62224 0.04729 1.88027  0.083
H4 1.02689 1.88601 0.70854  0.125
H5 1.96870 1.83432 -1.31738  0.084
H6 2.11844 0.41823 -2.19993  0.097
O2 -3.15578 -1.46182 0.38702  -0.070
H7 -3.86488 -1.00652 -0.08390  0.032
H8 -2.39131 -1.15152 -0.12229  0.018

Output
HOMO level = -9.71 eV
ΔE to the lowest compared entry with this formula, charge and spin = 0.398 eV
Lowest unoccupied orbital energy = 0.68 eV
Kohn-Sham gap = 0.382 hartree
Electronic energy = -9279.512 eV
Charge = 0

2 unconnected molecules or ions with the total composition C6H12O2 in a non-equilibrium geometry, computed with ωB97M-V/def2-TZVPD.

Each line ends with the Löwdin charge.
Element x y z (Å)
C1 2.26794 -0.96639 -0.19712  -0.092
C2 1.07093 -0.35140 0.52222  -0.187
C3 -0.24643 -0.69910 -0.13885  -0.441
O1 -0.35283 -1.34809 -1.14823  0.069
C4 -1.48533 -0.50696 0.79040  -0.170
C5 -1.52132 0.80046 1.57049  -0.109
H1 2.32040 -0.62820 -1.22477  0.064
H2 3.19212 -0.70086 0.30863  0.071
H3 2.18001 -2.04733 -0.20171  0.077
H4 1.04295 -0.68444 1.55665  0.119
H5 1.14662 0.74418 0.52245  0.124
H6 -2.37772 -0.61613 0.17283  0.113
H7 -1.44367 -1.35581 1.48587  0.120
H8 -1.49304 1.65108 0.89058  0.059
H9 -2.44962 0.85617 2.14357  0.074
H10 -0.68474 0.87271 2.26450  0.067
C6 -0.28855 1.21452 -2.31397  -0.131
O2 -0.82028 1.83436 -1.42725  -0.007
H11 -0.86163 0.76808 -3.14052  0.093
H12 0.80421 1.16317 -2.43576  0.088

Output
HOMO level = -9.45 eV
ΔE to the lowest compared entry with this formula, charge and spin = 1.653 eV
Lowest unoccupied orbital energy = 0.83 eV
Kohn-Sham gap = 0.378 hartree
Electronic energy = -10510.654 eV
Charge = 0

A molecular structure, C34H50FGeN4O6SV in a non-equilibrium geometry, computed with ωB97M-V/def2-TZVPD.

Each line ends with the Löwdin charge.
Element x y z (Å)
V1 0.00993 0.57846 2.31413  0.958
C1 3.79705 -0.35854 1.82431  -0.001
C2 2.81950 -0.83280 2.88910  -0.621
C3 3.37093 -0.62451 4.29037  -0.027
C4 2.41383 -2.27444 2.67262  -0.019
O1 1.62799 -0.00520 2.73014  -0.349
Ge1 1.59437 2.23354 3.85641  1.276
O2 0.90715 2.34183 2.09344  -0.445
C5 0.67732 3.63349 1.41050  -0.623
C6 -0.50397 4.31072 2.08487  -0.005
C7 1.95486 4.44372 1.55942  -0.033
C8 0.39117 3.33815 -0.04791  -0.006
O3 -0.10705 1.49933 4.11027  -0.451
C9 -0.76756 1.22120 5.41802  -0.616
C10 -0.40231 2.37601 6.33494  -0.038
C11 -2.25696 1.17759 5.14358  -0.009
C12 -0.24523 -0.09727 5.95582  -0.018
H1 4.72126 -0.93385 1.88297  0.107
H2 3.36649 -0.49174 0.83141  0.087
H3 4.04518 0.69456 1.96622  0.092
H4 4.19150 -1.31969 4.46810  0.110
H5 3.77314 0.38180 4.42178  0.068
H6 2.60492 -0.81795 5.04203  0.080
H7 3.29151 -2.91622 2.74964  0.112
H8 1.68995 -2.58386 3.42566  0.079
H9 1.97753 -2.39309 1.68131  0.085
H10 -0.29242 4.52061 3.13665  0.090
H11 -0.72056 5.26159 1.59769  0.109
H12 -1.39467 3.68314 2.03187  0.092
H13 2.17835 4.66443 2.60743  0.069
H14 2.80464 3.92147 1.11780  0.101
H15 1.84324 5.40456 1.05791  0.109
H16 -0.57981 2.85483 -0.16430  0.084
H17 0.36176 4.27803 -0.59933  0.109
H18 1.16917 2.70572 -0.47613  0.095
H19 -0.70583 3.33095 5.90076  0.098
H20 -0.92080 2.26924 7.28735  0.110
H21 0.66853 2.39720 6.55832  0.074
H22 -2.59257 2.10034 4.67084  0.103
H23 -2.52207 0.33773 4.50280  0.070
H24 -2.78564 1.06850 6.09107  0.108
H25 0.82450 -0.04115 6.16527  0.081
H26 -0.75381 -0.33766 6.89010  0.109
H27 -0.43363 -0.89869 5.24152  0.047
F1 2.65171 -0.08494 -3.89961  0.089
C13 1.34421 -0.07399 -3.59060  -0.178
C14 0.98907 -0.00230 -2.27799  0.096
C15 -0.36232 0.09126 -1.91825  -0.043
C16 -0.74935 0.20962 -0.52999  -0.265
O4 0.14480 0.16903 0.37742  -0.106
C17 -2.12539 0.36381 -0.27484  -0.026
C18 -3.02428 0.33878 -1.31601  0.085
N1 -2.67715 0.19428 -2.59269  0.038
C19 -3.70209 0.21799 -3.62921  -0.247
C20 -4.02479 -1.05196 -4.36188  -0.077
C21 -5.00365 -0.47664 -3.38353  -0.063
C22 -1.33048 0.09512 -2.93488  -0.091
C23 -0.94077 -0.00887 -4.27539  0.081
C24 0.39375 -0.09334 -4.63637  -0.124
N2 0.74968 -0.19084 -5.98982  -0.081
C25 0.27035 0.82330 -6.91631  -0.125
C26 0.06735 0.23272 -8.29971  -0.075
N3 1.37079 -0.35966 -8.76501  0.068
C27 1.87476 -1.38774 -7.78590  -0.072
C28 2.02214 -0.75610 -6.41137  -0.135
C29 -2.67646 0.55026 1.09081  -0.540
O5 -3.84099 0.49130 1.34841  0.170
O6 -1.74502 0.87459 2.00700  -0.233
H28 1.75479 0.02135 -1.51458  0.139
H29 -4.08049 0.44260 -1.10634  0.162
H30 -3.71578 1.15346 -4.17401  0.162
H31 -3.49745 -1.94440 -4.05192  0.120
H32 -4.24066 -0.98496 -5.41882  0.113
H33 -5.14020 -1.01340 -2.45513  0.116
H34 -5.89152 0.01134 -3.75720  0.122
H35 -1.69905 -0.05895 -5.04210  0.119
H36 0.98734 1.65717 -6.98001  0.147
H37 -0.67188 1.24574 -6.57777  0.134
H38 -0.24461 0.98191 -9.02443  0.146
H39 -0.65161 -0.58463 -8.28086  0.145
H40 2.06637 0.38591 -8.85961  0.189
H41 1.26491 -0.77395 -9.69328  0.192
H42 2.82693 -1.76355 -8.15495  0.147
H43 1.14149 -2.19228 -7.77823  0.146
H44 2.82263 -0.00426 -6.43147  0.141
H45 2.33430 -1.54307 -5.73054  0.144
S1 -1.21734 -1.71176 2.55401  0.827
C30 -0.71754 -3.32961 2.90618  -0.652
N4 -1.08404 -3.82892 4.11304  0.076
C31 -0.87468 -5.09802 4.51909  -0.018
C32 -0.24038 -5.97777 3.68776  -0.012
C33 0.14997 -5.52367 2.42501  0.000
C34 -0.08735 -4.22137 2.03749  -0.076
H46 -1.58070 -3.18948 4.72340  0.151
H47 -1.23885 -5.35277 5.50370  0.148
H48 -0.06682 -6.99428 4.00622  0.128
H49 0.63622 -6.20554 1.73959  0.130
H50 0.18927 -3.87061 1.05470  0.117

Output
2S+1 = 2
HOMO level (alpha / beta) = -15.18 / -15.19 eV
Lowest unoccupied orbital energy (alpha / beta) = -8.15 / -7.60 eV
Kohn-Sham gap (alpha / beta) = 0.258 / 0.279 hartree
Electronic energy = -150052.473 eV
Charge = +3